C44H121AsF6N11O11Sr | ωB97M-V/def2-TZVPD

Each line ends with the Mulliken charge.
Cartesian coordinates (Å):
Sr1 3.318 4.007 4.521  1.763
As1 -0.278 0.767 1.047  2.098
F1 1.243 0.737 0.104  -0.489
F2 -0.801 2.278 0.266  -0.484
F3 -1.779 0.891 2.115  -0.521
F4 0.280 -0.690 1.897  -0.502
F5 0.669 1.765 2.314  -0.589
F6 -1.137 -0.272 -0.189  -0.515
C1 -3.539 9.674 -2.530  -1.465
C2 -2.577 8.521 -2.235  0.364
C3 -3.469 7.332 -1.784  -0.740
O1 -3.951 7.561 -0.444  -0.329
C4 -4.833 6.498 0.003  -0.714
N1 -1.910 8.203 -3.433  -0.657
H1 -4.369 9.469 -3.207  0.361
H2 -2.997 10.504 -2.983  0.435
H3 -4.002 10.010 -1.602  0.335
H4 -1.812 8.831 -1.523  0.281
H5 -2.871 6.420 -1.782  0.420
H6 -4.247 7.142 -2.523  0.306
H7 -4.317 5.538 -0.017  0.268
H8 -5.669 6.521 -0.696  0.328
H9 -5.274 6.746 0.968  0.263
H10 -2.626 8.190 -4.146  0.279
H11 -1.420 9.045 -3.700  0.270
C5 2.150 8.599 1.002  -1.458
C6 1.904 7.541 2.143  -0.062
C7 0.514 6.924 2.290  -0.621
O2 0.404 5.921 3.323  -0.288
C8 -0.952 5.559 3.347  -0.816
N2 2.864 6.559 1.798  -0.446
H12 1.338 9.311 1.151  0.350
H13 2.118 8.138 0.014  0.476
H14 3.052 9.197 1.125  0.414
H15 2.242 8.062 3.038  0.298
H16 0.260 6.576 1.289  0.412
H17 -0.162 7.717 2.611  0.380
H18 -1.570 6.370 3.731  0.337
H19 -1.219 4.705 3.968  0.328
H20 -1.323 5.363 2.341  0.318
H21 3.783 6.950 1.650  0.276
H22 2.622 6.360 0.838  0.222
C9 5.072 -6.145 -6.609  -1.355
C10 5.495 -6.248 -5.087  0.442
C11 4.641 -5.327 -4.187  -0.451
O3 4.920 -3.990 -4.628  -0.328
C12 4.601 -2.966 -3.645  -0.751
N3 5.297 -7.635 -4.721  -0.759
H23 5.493 -6.890 -7.283  0.423
H24 5.424 -5.187 -6.994  0.326
H25 4.007 -6.047 -6.820  0.320
H26 6.554 -6.107 -4.874  0.224
H27 4.858 -5.377 -3.120  0.332
H28 3.582 -5.470 -4.404  0.198
H29 4.439 -2.092 -4.274  0.230
H30 5.495 -2.846 -3.032  0.291
H31 3.727 -3.206 -3.039  0.338
H32 5.835 -8.192 -5.370  0.251
H33 4.362 -7.921 -4.978  0.274
C13 -0.655 0.349 8.343  -1.448
C14 0.430 1.465 8.319  0.212
C15 1.246 1.301 9.633  -0.792
O4 2.351 2.185 9.590  -0.245
C16 2.999 2.350 10.848  -0.794
N4 1.214 1.322 7.094  -0.533
H34 -0.235 -0.644 8.502  0.380
H35 -1.281 0.359 7.450  0.484
H36 -1.376 0.556 9.134  0.377
H37 0.074 2.489 8.202  0.230
H38 1.743 0.333 9.701  0.367
H39 0.692 1.522 10.545  0.436
H40 3.456 1.397 11.117  0.321
H41 2.308 2.621 11.645  0.315
H42 3.740 3.147 10.780  0.232
H43 0.512 0.924 6.486  0.250
H44 1.821 0.516 7.135  0.259
C17 -0.369 -2.855 -5.994  -1.409
C18 -1.852 -2.470 -6.115  0.279
C19 -2.505 -3.349 -7.223  -0.715
O5 -1.785 -2.947 -8.385  -0.261
C20 -2.037 -3.664 -9.578  -0.758
N5 -2.426 -2.659 -4.795  -0.630
H45 -0.279 -3.920 -5.780  0.337
H46 0.133 -2.351 -5.168  0.431
H47 0.253 -2.541 -6.832  0.313
H48 -1.849 -1.433 -6.451  0.285
H49 -3.588 -3.222 -7.212  0.422
H50 -2.281 -4.406 -7.079  0.323
H51 -1.334 -3.320 -10.337  0.236
H52 -3.091 -3.601 -9.849  0.293
H53 -1.876 -4.735 -9.453  0.316
H54 -2.266 -3.653 -4.706  0.276
H55 -1.970 -2.100 -4.089  0.268
C21 -2.892 -9.713 4.763  -1.353
C22 -3.752 -8.871 3.805  0.628
C23 -2.904 -8.081 2.761  -0.730
O6 -2.087 -7.037 3.258  -0.322
C24 -1.274 -6.468 2.270  -0.741
N6 -4.623 -9.836 3.194  -0.726
H56 -2.191 -9.036 5.252  0.328
H57 -2.177 -10.361 4.255  0.339
H58 -3.441 -10.317 5.485  0.359
H59 -4.381 -8.178 4.364  0.236
H60 -3.516 -7.632 1.978  0.321
H61 -2.251 -8.809 2.279  0.318
H62 -0.687 -5.676 2.735  0.241
H63 -1.890 -5.925 1.553  0.316
H64 -0.575 -7.232 1.931  0.320
H65 -5.274 -9.417 2.545  0.222
H66 -5.193 -10.326 3.868  0.245
C25 0.783 3.376 -4.683  -1.341
C26 2.138 3.862 -4.111  0.442
C27 3.052 4.454 -5.166  -0.826
O7 3.410 3.436 -6.093  -0.236
C28 4.009 3.876 -7.296  -0.802
N7 1.884 4.846 -3.062  -0.655
H67 0.405 2.414 -4.337  0.301
H68 0.945 3.155 -5.738  0.338
H69 -0.006 4.126 -4.633  0.328
H70 2.662 3.091 -3.546  0.266
H71 3.944 4.922 -4.750  0.445
H72 2.582 5.231 -5.768  0.340
H73 4.925 4.461 -7.205  0.307
H74 3.283 4.467 -7.854  0.333
H75 4.287 2.988 -7.864  0.240
H76 1.405 5.559 -3.593  0.232
H77 1.180 4.510 -2.420  0.287
C29 6.525 -4.115 2.824  -1.498
C30 5.405 -3.980 1.714  0.366
C31 4.457 -5.216 1.453  -0.619
O8 5.211 -6.371 1.024  -0.341
C32 4.322 -7.429 0.567  -0.701
N8 4.754 -2.742 2.018  -0.563
H78 7.290 -4.783 2.428  0.384
H79 6.156 -4.489 3.779  0.372
H80 7.065 -3.175 2.942  0.410
H81 5.903 -3.809 0.760  0.180
H82 3.741 -4.950 0.675  0.381
H83 3.952 -5.395 2.402  0.308
H84 3.616 -7.617 1.376  0.304
H85 4.846 -8.320 0.222  0.286
H86 3.742 -7.151 -0.313  0.260
H87 4.641 -2.735 3.022  0.266
H88 3.813 -2.711 1.652  0.214
C33 -6.311 -2.038 5.272  -1.497
C34 -7.524 -2.320 6.186  0.533
C35 -8.478 -3.432 5.699  -0.710
O9 -9.749 -3.395 6.413  -0.326
C36 -10.718 -4.294 5.861  -0.730
N9 -6.942 -2.653 7.405  -0.674
H89 -5.660 -1.226 5.597  0.397
H90 -6.679 -1.606 4.341  0.375
H91 -5.640 -2.883 5.118  0.360
H92 -8.133 -1.417 6.244  0.228
H93 -7.966 -4.391 5.784  0.279
H94 -8.626 -3.306 4.627  0.392
H95 -10.918 -4.011 4.827  0.304
H96 -11.669 -4.170 6.379  0.274
H97 -10.522 -5.364 5.925  0.293
H98 -7.498 -3.218 8.032  0.264
H99 -6.114 -3.202 7.222  0.239
C37 7.937 2.715 1.582  -1.331
C38 6.760 2.509 0.561  0.389
C39 7.066 1.536 -0.606  -0.746
O10 8.112 1.886 -1.494  -0.377
C40 7.792 3.097 -2.234  -0.713
N10 5.521 2.124 1.261  -0.623
H100 8.225 1.766 2.033  0.344
H101 7.601 3.417 2.346  0.286
H102 8.840 3.084 1.096  0.349
H103 6.498 3.424 0.030  0.252
H104 6.172 1.393 -1.213  0.467
H105 7.329 0.548 -0.228  0.353
H106 7.457 3.919 -1.600  0.276
H107 7.067 2.909 -3.026  0.289
H108 8.693 3.472 -2.719  0.299
H109 4.831 1.905 0.557  0.235
H110 5.713 1.217 1.661  0.297
C41 -5.750 0.723 -1.713  -1.257
C42 -6.134 1.099 -3.098  0.411
C43 -5.273 2.226 -3.751  -0.630
O11 -5.668 2.247 -5.126  -0.339
C44 -5.029 3.305 -5.820  -0.725
N11 -6.008 -0.121 -3.897  -0.718
H111 -5.451 1.590 -1.124  0.304
H112 -4.953 -0.020 -1.676  0.301
H113 -6.558 0.273 -1.137  0.302
H114 -7.158 1.471 -3.094  0.288
H115 -4.216 1.962 -3.722  0.328
H116 -5.504 3.211 -3.345  0.389
H117 -5.288 4.309 -5.482  0.266
H118 -5.181 3.146 -6.887  0.298
H119 -3.942 3.239 -5.774  0.257
H120 -5.102 -0.497 -3.658  0.199
H121 -5.840 0.111 -4.865  0.324

Summary:
energy above the lowest of the compared OMol25 structures with the same formula, charge and spin	256.6	kcal per mole
HOMO-LUMO gap	3.45	eV
2S+1	1
F_max	0.065	Eh/bohr
net charge	+1

***

C44H121N11O11 | ωB97M-V/def2-TZVPD

Each line ends with the Mulliken charge.
Cartesian coordinates (Å):
C1 -1.094 -0.770 4.560  -0.454
C2 -2.374 -1.616 4.477  0.221
C3 -2.887 -1.673 2.982  -0.992
O1 -2.824 -0.379 2.292  0.270
C4 -3.781 0.592 2.590  -1.133
N1 -2.248 -3.056 4.905  -1.149
H1 -1.188 0.220 4.114  -0.573
H2 -0.334 -1.337 4.023  0.057
H3 -0.764 -0.665 5.594  0.873
H4 -3.270 -1.158 4.896  0.652
H5 -3.695 -2.375 2.776  1.538
H6 -2.207 -2.333 2.444  -0.667
H7 -4.820 0.325 2.394  0.398
H8 -3.462 1.571 2.231  0.604
H9 -3.827 0.779 3.663  0.225
H10 -1.294 -3.356 4.767  0.663
H11 -2.845 -3.655 4.353  0.488
C5 2.707 -2.224 -5.344  -1.344
C6 1.441 -2.974 -4.753  -0.143
C7 1.532 -3.088 -3.227  -1.126
O2 1.659 -1.882 -2.544  0.503
C8 1.668 -1.986 -1.159  -1.030
N2 0.242 -2.228 -5.215  0.331
H12 3.663 -2.748 -5.319  0.447
H13 2.766 -1.207 -4.957  0.062
H14 2.660 -2.168 -6.432  0.357
H15 1.114 -3.895 -5.237  0.749
H16 2.409 -3.727 -3.121  0.263
H17 0.695 -3.662 -2.831  0.497
H18 1.161 -1.063 -0.878  0.980
H19 2.688 -1.890 -0.786  -0.470
H20 1.235 -2.910 -0.776  0.918
H21 0.332 -1.222 -5.208  -0.591
H22 -0.548 -2.335 -4.595  0.576
C9 -2.085 -5.887 3.720  -2.119
C10 -2.081 -4.584 2.842  0.871
C11 -0.630 -3.936 2.746  -0.231
O3 -0.367 -3.316 4.089  -0.298
C12 0.873 -2.632 4.149  -1.384
N3 -2.648 -4.856 1.563  -0.639
H23 -1.496 -5.843 4.636  0.300
H24 -1.778 -6.769 3.158  0.535
H25 -3.056 -6.256 4.049  0.452
H26 -2.814 -3.879 3.235  0.160
H27 -0.769 -3.180 1.973  -0.080
H28 0.113 -4.708 2.546  0.824
H29 0.939 -1.943 4.991  0.426
H30 1.098 -1.978 3.306  0.438
H31 1.709 -3.268 4.439  0.401
H32 -2.967 -4.002 1.130  -0.369
H33 -3.502 -5.365 1.743  0.419
C13 0.379 -0.700 -7.370  -1.585
C14 0.701 0.849 -7.195  0.730
C15 1.544 1.146 -5.918  -0.972
O4 0.989 0.580 -4.695  -0.226
C16 1.783 0.865 -3.578  -0.573
N4 1.381 1.267 -8.431  -0.720
H34 -0.440 -0.978 -8.032  0.577
H35 0.298 -1.155 -6.383  0.122
H36 1.255 -1.283 -7.652  0.590
H37 -0.270 1.316 -7.032  0.540
H38 1.686 2.223 -5.832  0.385
H39 2.467 0.609 -6.138  0.183
H40 2.841 0.604 -3.622  -0.182
H41 1.581 0.220 -2.723  0.392
H42 1.721 1.849 -3.115  1.451
H43 0.759 0.880 -9.127  0.345
H44 1.268 2.269 -8.486  0.305
C17 3.606 -0.133 2.823  -1.473
C18 3.302 1.169 3.606  0.989
C19 4.670 1.616 4.274  -1.171
O5 5.036 0.695 5.370  -0.354
C20 6.328 0.830 5.846  -0.795
N5 2.839 2.212 2.686  -0.747
H45 3.588 -0.977 3.513  0.462
H46 4.520 -0.084 2.231  0.495
H47 2.834 -0.478 2.135  0.354
H48 2.657 1.067 4.479  0.156
H49 4.422 2.558 4.763  0.567
H50 5.468 1.748 3.544  0.348
H51 6.479 0.195 6.719  0.247
H52 6.506 1.827 6.250  0.307
H53 7.030 0.500 5.080  0.308
H54 1.942 1.994 2.276  0.099
H55 3.505 2.271 1.929  0.449
C21 -0.926 -3.255 -0.504  0.342
C22 -2.094 -2.253 -0.236  -0.330
C23 -3.512 -2.829 0.040  -1.122
O6 -4.514 -1.727 0.160  -0.413
C24 -5.793 -2.121 0.519  -0.947
N6 -1.702 -1.370 0.778  -0.008
H56 -1.290 -4.068 -1.131  0.714
H57 -0.490 -3.593 0.437  -0.707
H58 -0.167 -2.851 -1.174  -0.909
H59 -2.256 -1.633 -1.117  -0.387
H60 -3.524 -3.484 0.911  0.595
H61 -3.763 -3.467 -0.808  0.939
H62 -6.165 -3.035 0.054  0.338
H63 -6.418 -1.364 0.046  0.370
H64 -6.062 -2.043 1.572  0.279
H65 -1.205 -0.621 0.318  0.933
H66 -2.540 -0.989 1.195  0.133
C25 -3.490 -0.232 -7.320  -1.841
C26 -2.231 -0.808 -6.664  1.725
C27 -2.303 -1.121 -5.143  -0.486
O7 -2.102 0.101 -4.436  -0.439
C28 -1.995 -0.227 -3.052  -0.308
N7 -1.771 -2.046 -7.305  -0.529
H67 -4.323 -0.924 -7.200  0.414
H68 -3.396 -0.076 -8.394  0.472
H69 -3.806 0.677 -6.807  0.349
H70 -1.424 -0.086 -6.787  -1.118
H71 -1.489 -1.798 -4.885  -0.461
H72 -3.190 -1.717 -4.927  0.494
H73 -1.114 -0.804 -2.772  -0.307
H74 -2.979 -0.643 -2.834  0.789
H75 -1.951 0.747 -2.565  0.000
H76 -2.452 -2.365 -7.979  0.236
H77 -1.670 -2.738 -6.577  0.243
C29 -1.798 3.084 3.400  -1.963
C30 -1.328 2.718 4.804  0.185
C31 -2.496 2.171 5.713  -0.638
O8 -3.109 3.174 6.471  -0.482
C32 -2.306 3.691 7.561  -0.768
N8 -0.365 1.667 4.652  -0.234
H78 -2.591 3.832 3.397  0.658
H79 -2.265 2.214 2.941  -0.077
H80 -1.030 3.443 2.715  0.149
H81 -0.800 3.599 5.167  0.782
H82 -2.229 1.383 6.417  0.629
H83 -3.245 1.749 5.043  -0.077
H84 -1.380 4.182 7.262  0.288
H85 -1.921 2.953 8.264  0.313
H86 -2.845 4.482 8.082  0.316
H87 0.458 1.727 5.233  0.344
H88 -0.035 1.677 3.698  0.024
C33 3.493 1.879 -2.150  -2.145
C34 3.499 1.840 -0.592  1.630
C35 4.573 0.866 0.005  -1.297
O9 4.158 -0.428 -0.156  0.641
C36 5.249 -1.337 -0.236  -1.354
N9 3.703 3.164 -0.094  -0.435
H89 4.349 2.494 -2.428  0.365
H90 2.507 2.154 -2.524  -0.135
H91 3.727 0.919 -2.610  0.459
H92 2.517 1.498 -0.262  -0.887
H93 4.758 1.017 1.069  0.175
H94 5.551 1.112 -0.410  0.665
H95 5.825 -1.096 -1.130  0.422
H96 4.958 -2.375 -0.393  0.229
H97 5.864 -1.210 0.655  0.320
H98 3.042 3.841 -0.447  0.209
H99 4.648 3.514 -0.177  0.307
C37 -1.854 7.209 -0.910  -1.467
C38 -0.618 6.316 -0.918  0.053
C39 -0.824 4.951 -0.189  -0.267
O10 0.344 4.156 -0.348  -0.287
C40 0.164 2.795 -0.091  0.868
N10 -0.422 5.981 -2.290  -0.810
H100 -2.045 7.413 0.144  0.338
H101 -2.684 6.617 -1.295  0.337
H102 -1.735 8.144 -1.457  0.396
H103 0.278 6.886 -0.676  0.464
H104 -1.622 4.343 -0.617  0.369
H105 -0.994 5.105 0.876  0.012
H106 -0.001 2.724 0.984  0.391
H107 1.112 2.311 -0.327  -1.480
H108 -0.699 2.477 -0.677  0.499
H109 -1.314 5.560 -2.505  0.342
H110 0.242 5.235 -2.141  0.318
C41 0.688 1.250 2.255  0.123
C42 -0.199 0.234 1.619  1.602
C43 0.022 -0.116 0.121  -0.004
O11 0.008 1.088 -0.688  -0.140
C44 0.586 0.900 -2.023  -0.990
N11 -0.029 -0.936 2.357  -0.180
H111 0.415 2.216 1.832  -0.312
H112 1.738 0.968 2.175  -1.426
H113 0.421 1.318 3.310  -1.195
H114 -1.250 0.509 1.706  0.276
H115 -0.519 -0.979 -0.267  0.958
H116 0.972 -0.594 -0.119  -0.219
H117 0.060 0.023 -2.401  -0.434
H118 1.623 0.592 -1.892  -0.043
H119 0.401 1.811 -2.593  1.183
H120 -0.277 -0.793 3.326  0.090
H121 -0.745 -1.626 2.178  -0.345

Summary:
energy above the lowest of the compared OMol25 structures with the same formula, charge and spin	1147.4	kcal per mole
HOMO-LUMO gap	7.77	eV
2S+1	1
F_max	0.221	Eh/bohr
net charge	0

***

> Number 2 is which compound?

C44H121N11O11

***

> Among the records above, which one has the lowest F_max?

C44H121AsF6N11O11Sr